No. 1
12
Properties=species:S:1:pos:R:3:forces:R:3:lowdin_charge:R:1 method="wB97M-V/def2-TZVPD" de_lowest_kj_mol=543.0 e_tot_ev=-7786.1668 homo_energy_ha="-0.36034 / -0.33007" orbital_gap_ev="7.9 / 6.5"
C -1.69431 -0.09640 0.04701 6.19 -0.68 -2.60 -0.21
C -2.80620 0.03408 0.49662 -4.26 0.13 1.86 0.02
C 1.05182 -0.98573 0.57933 0.53 0.07 0.69 -0.13
C 0.51048 1.12984 0.22779 -0.15 0.53 -0.44 -0.17
C 0.14397 -1.04473 -0.51448 -1.55 -0.15 0.40 0.05
C -0.39544 0.28520 -0.67333 -1.52 1.14 0.29 -0.30
N 1.27759 0.20696 1.01089 0.42 -0.60 0.17 0.10
H 1.53702 -1.83808 1.02482 0.08 -0.16 0.06 0.12
H 1.20555 1.72222 -0.37672 0.05 0.05 0.07 0.13
H -0.01636 1.82159 0.88564 -0.09 -0.09 -0.12 0.13
H -0.16264 -1.91677 -1.05808 0.02 -0.17 -0.22 0.12
H -0.65148 0.68182 -1.64950 0.29 -0.07 -0.15 0.15



No. 2
60
Properties=species:S:1:pos:R:3:forces:R:3:lowdin_charge:R:1 method="wB97M-V/def2-TZVPD" e_tot_ev=-90025.7034 homo_energy_ha=-0.36823 orbital_gap_ev=10.1
C 0.73604 -0.42095 4.73611 -1.36 -0.59 -2.18 -0.13
C -0.01548 0.92752 4.56260 1.10 0.08 0.84 -0.17
O -0.60580 1.05574 5.85914 -1.17 -0.07 0.48 -0.20
S -1.26382 -0.38798 6.23701 0.81 1.06 -0.02 0.66
O -2.38907 -0.64926 5.37525 1.04 0.07 0.89 -0.23
O -1.34402 -0.45904 7.66525 -0.20 -0.18 -1.33 -0.22
O 0.03734 -1.19018 5.72711 -0.63 0.19 0.66 -0.20
H 1.79442 -0.36823 4.96316 -0.09 0.18 0.32 0.13
H 0.55485 -0.97239 3.80950 0.67 -0.08 -0.07 0.11
H -0.76199 1.06009 3.78337 -0.07 -0.78 -0.01 0.09
H 0.71249 1.72157 4.39631 -0.10 0.14 0.41 0.13
C -2.78873 3.14834 1.65582 0.88 -0.51 -0.15 -0.14
C -2.13929 3.06010 0.28121 -1.11 0.18 -0.73 -0.17
O -0.87756 3.73574 0.35739 0.28 0.06 0.58 -0.18
S -0.46640 4.03846 1.89308 0.07 0.49 0.36 0.64
O -0.70604 5.41765 2.20414 -0.12 -0.82 -0.49 -0.23
O 0.83032 3.51276 2.21698 -1.40 -0.18 -0.47 -0.23
O -1.64424 3.13522 2.51599 0.96 0.41 0.61 -0.22
H -3.32122 2.23316 1.89858 -0.30 0.20 -0.02 0.14
H -3.36670 4.06095 1.78855 -0.04 -0.06 0.15 0.13
H -2.79593 3.55213 -0.43858 0.37 0.27 -0.14 0.13
H -2.02222 2.03954 -0.07217 0.40 -0.05 0.24 0.10
C 0.00408 -0.67611 -1.71392 0.31 -0.61 -1.01 -0.17
C 0.95460 0.45352 -1.31218 -0.26 -0.19 -2.03 -0.18
O 0.66610 0.64169 0.02815 -0.14 0.40 3.27 -0.18
S -0.44650 -0.38902 0.66788 1.47 0.51 -2.81 0.68
O -1.33972 0.27362 1.55514 0.53 -0.26 -0.61 -0.19
O 0.21500 -1.60707 1.01044 -0.61 0.58 0.41 -0.22
O -1.08682 -0.53619 -0.81524 -0.98 -0.75 1.25 -0.19
H 0.48179 -1.65780 -1.64855 0.00 0.04 0.62 0.11
H -0.40876 -0.67952 -2.72006 -0.04 0.68 0.06 0.11
H 0.74689 1.37669 -1.86799 -0.33 -0.02 0.31 0.13
H 1.99737 0.22724 -1.54733 -0.02 -0.34 0.68 0.13
O 3.85216 -3.63536 1.58689 -0.36 -0.16 -0.37 -0.27
S 3.12549 -3.44329 0.36975 -0.72 0.06 0.34 0.62
O 3.00910 -2.09664 -0.15859 0.05 -1.30 -0.16 -0.30
O 3.80495 -4.45903 -0.68492 -0.01 0.80 0.50 -0.25
C 3.87334 -4.12807 -2.06943 -0.58 -0.09 -1.42 -0.28
C 5.26843 -4.33983 -2.65908 -0.01 -0.97 0.72 -0.06
C 1.43997 -4.18000 0.51124 1.26 0.29 1.04 -0.10
H 3.41422 -3.16324 -2.29403 0.56 0.35 0.49 0.10
H 3.19254 -4.80840 -2.59275 0.08 -0.24 0.15 0.12
H 5.36732 -3.93709 -3.66331 -0.07 0.21 0.06 0.08
H 5.42045 -5.42123 -2.72327 -0.06 0.00 -0.24 0.08
H 6.09613 -4.04729 -2.01353 -0.23 0.68 -0.01 0.08
H 1.05872 -3.90859 1.49550 0.03 0.67 -0.19 0.06
H 1.51094 -5.26008 0.62766 0.22 -0.05 -0.87 0.07
H 0.83018 -3.76120 -0.27773 -0.11 -0.34 -0.12 0.05
C -1.79163 1.02089 -4.44793 -0.41 0.12 0.95 -0.10
C -1.25929 2.30605 -4.33851 -0.27 -0.79 -0.87 -0.10
C -2.10536 3.38685 -4.11263 0.54 0.11 -0.13 -0.09
C -3.41902 3.16170 -3.74203 -0.53 -0.28 0.77 -0.10
C -3.87365 1.86017 -3.55764 0.37 -0.21 -0.67 -0.10
C -3.10693 0.80083 -4.03110 -0.09 0.06 0.15 -0.09
H -1.15733 0.19027 -4.72658 -0.04 0.00 -0.20 0.09
H -0.21132 2.39898 -4.59288 -0.01 0.48 0.03 0.10
H -1.68980 4.37409 -4.26705 -0.23 0.15 0.26 0.10
H -4.15361 3.92413 -3.51219 0.44 0.44 -0.09 0.10
H -4.83729 1.65048 -3.11357 -0.15 0.16 -0.22 0.10
H -3.59969 -0.16312 -4.06439 0.41 -0.22 0.05 0.10



No. 3
19
Properties=species:S:1:pos:R:3:forces:R:3:lowdin_charge:R:1 method="wB97M-V/def2-TZVPD" de_lowest_kj_mol=278.3 e_tot_ev=-20202.8047 homo_energy_ha=-0.52274 total_charge=+1 orbital_gap_ev=10.4
C 2.89997 -0.41065 1.13735 2.65 1.97 -2.52 -0.04
C -2.09702 -1.25659 1.65807 -1.06 -3.14 3.13 -0.08
C -3.61626 0.97044 -1.67722 -1.30 1.42 -0.61 -0.09
N 0.18366 0.58854 -1.34479 -1.29 1.08 0.61 -0.11
O 2.57306 -0.29692 -0.32415 -1.21 -0.84 2.19 -0.16
O -1.32794 -0.66634 1.01960 2.87 3.52 -3.14 -0.10
O -2.21213 0.98047 -1.37496 -0.94 1.08 0.41 -0.39
P -1.24592 -0.20764 -1.28540 2.21 -0.79 -0.68 1.02
H 2.89414 0.63671 1.46546 0.09 -0.49 0.47 0.09
H 3.93818 -0.83954 1.23257 -1.16 0.43 0.01 0.11
H 2.22431 -0.99098 1.65997 -1.58 -1.21 0.64 0.04
H -2.55860 -2.15689 1.24316 -0.95 0.05 0.09 0.11
H -2.04606 -1.06146 2.73955 -0.96 -0.17 0.15 0.11
H 3.38487 -0.22467 -0.78042 1.32 0.08 -0.78 0.06
H -4.28963 0.54574 -0.95426 0.47 -0.63 0.99 0.08
H -3.83810 0.41296 -2.60374 0.39 0.77 0.12 0.10
H -3.92614 2.06098 -1.65137 0.51 -1.36 -0.76 0.12
H 0.25792 1.62828 -1.20559 -0.39 -1.39 -0.31 0.11
H 1.05347 0.13592 -1.05354 0.33 -0.38 0.01 0.01



No. 4
23
Properties=species:S:1:pos:R:3:forces:R:3:lowdin_charge:R:1 method="wB97M-V/def2-TZVPD" de_lowest_kj_mol=922.7 e_tot_ev=-9977.8176 homo_energy_ha=-0.53944 total_charge=+1 orbital_gap_ev=4.6
C -1.87751 -0.54659 1.11133 1.06 -0.34 -0.39 -0.14
C -1.14475 0.06155 -0.09836 -0.85 -0.05 -0.93 -0.38
C -1.57700 -0.54184 -1.39930 -0.90 0.15 -0.93 -0.04
C -1.20543 1.58773 -0.13483 0.89 -0.03 -0.06 -0.03
N -0.96932 -0.67681 2.14332 0.02 -0.79 0.60 0.26
H -2.55879 0.29016 1.38163 -0.30 0.01 -0.03 0.21
H -2.47128 -1.45080 0.93317 -0.40 0.02 0.35 0.17
H -0.11996 -0.34614 0.06835 0.62 0.35 0.07 0.12
H -1.38972 -1.59345 -1.56195 0.16 -0.40 0.49 0.09
H -2.65679 -0.39499 -1.57776 0.11 0.06 0.11 0.12
H -1.10880 -0.03776 -2.25092 0.08 0.16 0.20 0.11
H -2.18680 1.94634 0.14251 -0.24 0.12 0.05 0.09
H -0.99490 1.93614 -1.14266 0.01 -0.01 0.00 0.10
H -0.43700 2.03781 0.49417 -0.22 0.10 0.11 0.08
H 5.82363 -2.32167 -2.72092 0.02 0.49 -0.05 0.00
H 0.01084 -0.60431 1.85577 1.00 0.67 0.43 0.07
H -1.16955 -1.17648 3.01392 -0.08 0.05 -0.36 0.17
H 2.67515 2.12754 0.12311 -0.10 0.12 -0.10 0.07
H 5.85118 -1.57124 -2.80358 -0.02 -0.49 0.05 0.00
O 1.77845 1.80307 -0.03549 0.33 0.01 0.13 -0.03
H 2.38358 -0.97571 1.15579 -0.23 -0.31 -0.04 0.08
H 1.74078 0.89013 0.38838 -0.02 0.39 -0.18 -0.04
O 1.60402 -0.44269 0.91429 -0.95 -0.28 0.47 -0.06



No. 5
57
Properties=species:S:1:pos:R:3:forces:R:3:lowdin_charge:R:1 method="wB97M-V/def2-TZVPD" de_lowest_kj_mol=2046.3 e_tot_ev=-41633.9043 homo_energy_ha=-0.30096 orbital_gap_ev=8.9
C 6.39897 -1.00874 -2.70751 -1.86 0.21 -1.11 -0.07
H 7.01587 -1.45889 -1.98175 1.47 -0.25 0.75 0.03
C 5.08397 -2.02472 -2.64517 2.24 6.95 -8.12 -0.31
C 4.42421 -2.05391 -1.45803 -1.90 6.18 -0.17 -0.22
H 5.05105 -2.34346 -0.78941 3.68 -1.27 5.22 0.06
H 3.70526 -2.69854 -1.52911 -4.89 -3.34 0.12 0.05
S 3.81056 -0.25165 -1.22371 -2.73 -16.50 9.44 0.59
O 4.69463 0.29432 -0.44100 8.63 7.85 6.80 -0.19
O 3.16721 -0.02880 -2.30728 -7.43 5.48 -14.00 -0.18
N 2.52470 -0.87448 0.00885 8.55 4.64 4.19 -0.18
C 1.42643 -1.26910 -0.37390 -12.32 -6.20 -8.56 -0.29
H 1.60072 -1.95338 -1.40396 -0.75 1.11 2.45 0.17
C 0.33775 -0.09176 -1.06011 10.54 3.13 5.39 -0.20
C -0.92431 -0.43598 -1.24062 -7.56 -4.23 -5.57 -0.40
O -1.45056 -1.65753 -1.08075 1.77 6.20 0.02 -0.02
N -1.50966 0.58143 -2.11832 -4.29 -6.34 1.12 0.12
H -1.23184 1.45227 -2.33161 2.31 3.42 -0.03 0.08
C -2.98087 0.48495 -2.35381 3.59 -2.76 8.23 -0.17
H -3.31015 0.50372 -3.22907 -2.14 0.58 -7.91 0.05
H -3.25537 -0.50799 -1.98169 0.35 -0.39 -0.29 0.12
C -3.71272 1.36277 -1.48200 9.25 7.71 2.56 -0.16
N -3.17490 1.46612 0.00999 -2.87 -5.64 -3.01 -0.17
C -3.35818 2.65268 0.74807 -0.02 2.25 -5.09 -0.13
H -2.67790 3.49844 0.16565 -2.21 -1.69 1.83 0.15
H -4.43019 2.75385 0.82839 -0.77 1.67 -0.27 0.08
H -3.09865 2.49144 1.69799 1.87 -0.40 3.65 0.02
C -4.17586 0.35125 0.48248 5.12 3.98 7.04 -0.01
C -3.45290 -0.08113 2.12811 -1.83 1.98 -7.60 -0.13
C -2.31643 -0.81227 1.96363 -3.56 2.52 9.33 -0.08
C -1.81425 -1.13071 3.20124 4.66 -4.95 2.01 -0.10
C -2.21489 -0.69982 4.49099 -0.09 0.19 -1.43 -0.07
C -3.31213 0.11798 4.30824 -0.42 3.07 6.34 -0.16
C -3.92960 0.55789 3.20524 -1.03 -0.84 -1.85 -0.10
H -4.79055 1.21676 3.00988 0.46 -0.26 1.14 0.13
H -3.65951 0.69911 5.20023 0.24 -0.83 -0.14 0.11
H -1.71295 -0.86051 5.53670 -1.10 0.00 -2.55 0.14
H -1.01517 -2.07010 3.23383 -1.46 2.69 -0.28 0.15
H -2.00101 -1.12655 1.14899 2.84 -3.09 -7.32 0.00
H -5.11576 0.63916 0.84224 -1.78 0.54 -0.58 0.08
H -3.93217 -0.52580 0.10883 0.20 -3.87 -2.74 0.04
H -3.50234 2.62811 -1.83130 0.22 -2.93 0.35 0.18
H -4.62138 1.55835 -1.55131 -8.67 0.07 -0.41 0.01
H 1.02505 0.55421 -1.75942 -2.13 -1.57 0.37 0.17
C 0.30121 0.92350 0.20553 2.03 -5.73 4.17 -0.05
C 1.77969 1.14907 0.89847 -7.08 10.83 -3.48 -0.24
C 2.29758 0.00018 1.19886 9.97 -5.27 -0.84 -0.30
H 3.37753 0.29305 1.44770 -1.13 -1.09 0.93 0.15
H 1.80664 -0.51271 1.90923 -1.43 -2.11 2.62 0.10
H 1.56694 1.73936 1.87357 0.35 -0.51 -1.68 0.16
H 2.38579 1.83217 0.15978 -0.80 -1.18 1.50 0.15
H -0.28380 1.72599 0.14668 -2.11 3.52 -0.85 0.03
H -0.28278 0.28779 1.16121 1.48 1.63 -2.71 0.17
H 0.59013 -1.95181 0.28807 2.80 1.74 -1.19 0.19
H 4.43245 -1.50645 -3.56896 1.07 -1.63 2.34 0.16
H 5.39375 -2.87498 -3.07671 1.13 -3.46 -1.11 0.06
H 6.17181 0.08997 -2.29127 0.56 -2.40 -1.55 0.09
H 6.87886 -1.09414 -3.79091 -1.02 0.61 2.49 0.11



No. 6
42
Properties=species:S:1:pos:R:3:forces:R:3:lowdin_charge:R:1 method="wB97M-V/def2-TZVPD" e_tot_ev=-36249.5056 homo_energy_ha=-0.29402 orbital_gap_ev=7.6
Al 0.54896 -0.15446 0.03096 -0.07 -0.55 -0.39 0.38
O -2.44091 -4.64227 2.79726 -0.95 -0.34 2.12 0.10
C -1.89156 -3.61510 2.18528 1.29 1.32 0.50 -0.31
C -1.22680 -2.61460 2.92962 -0.38 0.22 -0.03 0.09
C -0.64895 -1.60771 2.19210 1.14 1.11 0.59 -0.12
N -0.62855 -1.51810 0.86499 -1.37 -0.87 0.36 0.12
C -1.17629 -2.51449 0.14841 0.88 -0.41 0.77 -0.07
C -1.79967 -3.58039 0.80706 -0.10 0.22 -2.09 0.09
C -0.56277 -2.46577 -1.27641 -0.49 0.20 0.01 -0.53
O -0.94399 -3.13223 -2.20832 -0.18 -0.24 0.39 0.10
O 0.40934 -1.61236 -1.29419 0.73 0.95 0.27 0.02
C 0.33858 -0.56041 2.75328 0.12 -0.31 -0.57 -0.52
O 0.36891 -0.26201 3.91169 -0.17 0.04 0.92 0.11
O 1.14798 -0.09889 1.83138 -0.36 -0.40 -0.72 0.02
H -2.51762 -4.40351 3.77220 0.13 -0.73 -1.71 0.16
H -1.14483 -2.62629 4.04219 -0.03 0.04 -1.09 0.15
H -2.16345 -4.39150 0.17556 0.00 0.10 0.35 0.14
C 0.88810 2.06425 0.18863 -0.31 -0.60 0.18 -0.22
C 1.78004 1.50631 -0.78579 0.12 0.18 -0.45 -0.25
C 1.00973 1.08313 -1.89890 -1.74 -0.10 0.22 -0.26
C -0.37597 1.24938 -1.57591 0.84 -0.27 -0.53 -0.20
C -0.47341 1.74712 -0.22133 1.09 0.60 -0.20 -0.23
C -1.73679 2.01908 0.55345 0.06 -1.25 1.62 -0.03
C -1.47855 0.89050 -2.54109 0.89 -1.00 0.93 0.00
C 1.59070 0.60935 -3.20511 -1.03 0.64 0.41 -0.02
C 3.26967 1.64870 -1.00537 0.09 -0.37 -0.54 -0.02
C 1.28091 2.82842 1.42774 -0.45 -0.09 -0.22 -0.01
H -2.16826 3.00035 0.48754 0.11 0.64 -0.19 0.07
H -1.67222 1.75728 1.66208 0.45 0.60 -1.20 0.11
H -2.51045 1.32101 0.26528 -0.33 -0.15 -0.53 0.07
H -1.35941 -0.16390 -2.76669 -0.08 -0.34 -0.31 0.08
H -1.45695 1.40907 -3.47943 0.11 0.58 -0.32 0.08
H -2.43066 0.97715 -2.07938 -0.98 0.34 0.29 0.06
H 2.50419 0.06655 -2.99037 -0.05 -0.41 -0.45 0.08
H 1.83742 1.51055 -3.78101 0.15 -0.19 -0.10 0.09
H 0.81593 0.06247 -3.77200 0.75 -0.12 0.25 0.09
H 3.41953 2.07861 -2.03151 0.09 -0.11 1.08 0.10
H 3.88381 0.72194 -0.97224 -0.71 0.28 -0.02 0.10
H 3.68161 2.26963 -0.24326 0.49 0.74 0.34 0.06
H 2.37329 3.04236 1.37757 -0.85 -0.23 0.51 0.09
H 0.93564 2.32394 2.36281 0.72 0.36 -0.65 0.09
H 0.72370 3.77685 1.36123 0.38 -0.06 0.20 0.09



Repeat the sixth record exactly.
42
Properties=species:S:1:pos:R:3:forces:R:3:lowdin_charge:R:1 method="wB97M-V/def2-TZVPD" e_tot_ev=-36249.5056 homo_energy_ha=-0.29402 orbital_gap_ev=7.6
Al 0.54896 -0.15446 0.03096 -0.07 -0.55 -0.39 0.38
O -2.44091 -4.64227 2.79726 -0.95 -0.34 2.12 0.10
C -1.89156 -3.61510 2.18528 1.29 1.32 0.50 -0.31
C -1.22680 -2.61460 2.92962 -0.38 0.22 -0.03 0.09
C -0.64895 -1.60771 2.19210 1.14 1.11 0.59 -0.12
N -0.62855 -1.51810 0.86499 -1.37 -0.87 0.36 0.12
C -1.17629 -2.51449 0.14841 0.88 -0.41 0.77 -0.07
C -1.79967 -3.58039 0.80706 -0.10 0.22 -2.09 0.09
C -0.56277 -2.46577 -1.27641 -0.49 0.20 0.01 -0.53
O -0.94399 -3.13223 -2.20832 -0.18 -0.24 0.39 0.10
O 0.40934 -1.61236 -1.29419 0.73 0.95 0.27 0.02
C 0.33858 -0.56041 2.75328 0.12 -0.31 -0.57 -0.52
O 0.36891 -0.26201 3.91169 -0.17 0.04 0.92 0.11
O 1.14798 -0.09889 1.83138 -0.36 -0.40 -0.72 0.02
H -2.51762 -4.40351 3.77220 0.13 -0.73 -1.71 0.16
H -1.14483 -2.62629 4.04219 -0.03 0.04 -1.09 0.15
H -2.16345 -4.39150 0.17556 0.00 0.10 0.35 0.14
C 0.88810 2.06425 0.18863 -0.31 -0.60 0.18 -0.22
C 1.78004 1.50631 -0.78579 0.12 0.18 -0.45 -0.25
C 1.00973 1.08313 -1.89890 -1.74 -0.10 0.22 -0.26
C -0.37597 1.24938 -1.57591 0.84 -0.27 -0.53 -0.20
C -0.47341 1.74712 -0.22133 1.09 0.60 -0.20 -0.23
C -1.73679 2.01908 0.55345 0.06 -1.25 1.62 -0.03
C -1.47855 0.89050 -2.54109 0.89 -1.00 0.93 0.00
C 1.59070 0.60935 -3.20511 -1.03 0.64 0.41 -0.02
C 3.26967 1.64870 -1.00537 0.09 -0.37 -0.54 -0.02
C 1.28091 2.82842 1.42774 -0.45 -0.09 -0.22 -0.01
H -2.16826 3.00035 0.48754 0.11 0.64 -0.19 0.07
H -1.67222 1.75728 1.66208 0.45 0.60 -1.20 0.11
H -2.51045 1.32101 0.26528 -0.33 -0.15 -0.53 0.07
H -1.35941 -0.16390 -2.76669 -0.08 -0.34 -0.31 0.08
H -1.45695 1.40907 -3.47943 0.11 0.58 -0.32 0.08
H -2.43066 0.97715 -2.07938 -0.98 0.34 0.29 0.06
H 2.50419 0.06655 -2.99037 -0.05 -0.41 -0.45 0.08
H 1.83742 1.51055 -3.78101 0.15 -0.19 -0.10 0.09
H 0.81593 0.06247 -3.77200 0.75 -0.12 0.25 0.09
H 3.41953 2.07861 -2.03151 0.09 -0.11 1.08 0.10
H 3.88381 0.72194 -0.97224 -0.71 0.28 -0.02 0.10
H 3.68161 2.26963 -0.24326 0.49 0.74 0.34 0.06
H 2.37329 3.04236 1.37757 -0.85 -0.23 0.51 0.09
H 0.93564 2.32394 2.36281 0.72 0.36 -0.65 0.09
H 0.72370 3.77685 1.36123 0.38 -0.06 0.20 0.09